{"formula": "C19H46BF4N3Na2O9", "method": "ωB97M-V/def2-TZVPD", "energy_ha": -2341.50158, "homo_energy_ev": -7.63, "e_lumo_ha": 0.0068, "total_charge": 0, "elements": ["Na", "Na", "B", "F", "F", "F", "F", "O", "C", "O", "O", "H", "C", "O", "C", "C", "N", "C", "C", "O", "C", "H", "H", "H", "H", "H", "H", "H", "H", "H", "H", "H", "H", "H", "H", "H", "C", "O", "C", "C", "N", "C", "C", "O", "C", "H", "H", "H", "H", "H", "H", "H", "H", "H", "H", "H", "H", "H", "H", "H", "C", "O", "C", "C", "N", "C", "C", "O", "C", "H", "H", "H", "H", "H", "H", "H", "H", "H", "H", "H", "H", "H", "H", "H"], "coordinates": [[29.553, 4.992, -0.183], [28.579, 2.080, -1.200], [30.738, 3.398, -1.495], [30.677, 2.011, -1.521], [31.533, 3.834, -2.554], [29.451, 3.835, -1.739], [31.152, 3.941, -0.309], [26.334, 3.874, 0.720], [27.562, 4.273, 0.402], [27.928, 5.401, 0.799], [28.347, 3.525, -0.169], [26.220, 4.596, 1.342], [30.883, 1.239, 1.151], [29.677, 1.008, 0.439], [28.588, 0.826, 1.317], [27.232, 0.658, 0.528], [26.962, 1.858, -0.257], [25.609, 1.890, -0.867], [25.296, 0.895, -1.988], [23.870, 0.868, -2.203], [23.458, -0.215, -3.086], [31.135, 0.405, 1.806], [30.864, 2.046, 1.883], [31.665, 1.345, 0.399], [28.419, 1.597, 2.069], [28.771, -0.064, 1.920], [26.402, 0.550, 1.226], [27.367, -0.214, -0.113], [26.962, 2.665, 0.350], [25.473, 2.891, -1.275], [24.908, 2.048, -0.047], [25.632, -0.107, -1.722], [25.893, 1.195, -2.848], [23.731, -1.199, -2.703], [23.889, -0.085, -4.079], [22.374, -0.153, -3.183], [25.898, 5.867, 3.752], [25.740, 5.314, 2.483], [24.565, 5.916, 1.855], [24.388, 5.481, 0.387], [25.353, 6.086, -0.470], [25.153, 5.754, -1.897], [24.006, 6.563, -2.497], [24.314, 6.685, -3.872], [23.475, 7.599, -4.514], [25.987, 6.953, 3.759], [26.783, 5.528, 4.291], [25.047, 5.608, 4.381], [24.524, 7.002, 1.934], [23.695, 5.471, 2.339], [23.416, 5.740, -0.033], [24.459, 4.398, 0.287], [26.274, 5.735, -0.248], [25.054, 4.688, -2.102], [26.085, 6.029, -2.390], [23.884, 7.540, -2.028], [23.090, 5.979, -2.413], [23.641, 8.592, -4.098], [22.444, 7.282, -4.361], [23.736, 7.692, -5.569], [18.882, 1.820, 3.625], [20.275, 2.272, 3.517], [21.201, 1.323, 4.088], [22.674, 1.785, 3.927], [22.737, 3.063, 4.710], [24.094, 3.490, 5.048], [24.960, 3.698, 3.784], [25.494, 2.426, 3.280], [26.269, 2.523, 2.128], [18.626, 1.702, 4.678], [18.725, 0.835, 3.186], [18.170, 2.473, 3.119], [21.017, 0.300, 3.761], [20.979, 1.295, 5.155], [23.035, 1.896, 2.905], [23.376, 1.072, 4.359], [22.151, 3.734, 4.234], [24.516, 2.863, 5.833], [24.033, 4.461, 5.540], [25.847, 4.246, 4.100], [24.502, 4.257, 2.968], [27.265, 2.940, 2.278], [25.836, 3.172, 1.367], [26.307, 1.525, 1.691]], "lowdin_charge": [0.5673, 0.4420, -1.2818, 0.1533, 0.1567, 0.0859, 0.1754, -0.0642, -0.6962, 0.0403, -0.0721, 0.0530, -0.0667, -0.1930, -0.1534, -0.1471, -0.1342, -0.1163, -0.1803, -0.1809, -0.0819, 0.0899, 0.1012, 0.1003, 0.1126, 0.1329, 0.1071, 0.1324, 0.0184, 0.1015, 0.1302, 0.1118, 0.1252, 0.0818, 0.0825, 0.0850, -0.1198, -0.2687, -0.0952, -0.1843, -0.0330, -0.1603, -0.2191, -0.1943, -0.1225, 0.1172, 0.1303, 0.0864, 0.1427, 0.1250, 0.1334, 0.1192, 0.0671, 0.1061, 0.1301, 0.1265, 0.1199, 0.0844, 0.0877, 0.0896, -0.0861, -0.2067, -0.2181, -0.1666, -0.0620, -0.1626, -0.2034, -0.1243, -0.1277, 0.0795, 0.0746, 0.0807, 0.1093, 0.1099, 0.1057, 0.1174, 0.0975, 0.1227, 0.1057, 0.0709, 0.0958, 0.1352, -0.0797, 0.0449]}